1.
Density functional theory data (the ωB97M-V functional and the def2-TZVPD basis) for C20H28CaNO2S as an isolated structure.

Last column: natural (NBO) charge in e.
Positions of all 53 atoms, in Å:
O1 0.295 0.020 0.348  -0.644
C1 -0.268 0.784 -0.773  -0.087
C2 -1.438 -0.193 -0.756  -0.440
H1 0.425 0.704 -1.616  0.191
H2 -0.486 1.832 -0.505  0.208
C3 -0.672 -0.985 0.338  0.276
H3 -1.584 -0.749 -1.685  0.222
H4 -2.357 0.249 -0.362  0.212
C4 -0.016 -2.251 -0.161  -0.638
H5 0.665 -2.034 -0.999  0.219
H6 -0.805 -2.940 -0.508  0.199
H7 0.552 -2.756 0.640  0.238
C5 -1.350 -1.149 1.676  -0.641
H8 -1.905 -0.240 1.959  0.223
H9 -0.624 -1.391 2.476  0.246
H10 -2.065 -1.990 1.602  0.208
Ca1 1.654 0.926 1.445  1.673
C6 1.502 2.211 3.882  -0.389
C7 1.656 3.299 2.960  -0.344
C8 0.716 3.174 1.937  -0.499
H11 2.735 3.860 2.759  0.251
C9 -0.231 2.184 2.410  -0.484
C10 0.286 1.544 3.570  -0.402
H12 -0.200 0.736 4.156  0.217
H13 2.129 1.908 4.882  0.243
H14 0.670 3.782 1.035  0.210
H15 -1.166 1.971 1.915  0.190
C11 3.991 0.208 2.932  -0.370
C12 2.879 -0.609 3.412  -0.433
C13 2.362 -1.306 2.385  -0.466
H16 2.503 -0.473 4.501  0.205
C14 3.118 -0.991 1.147  -0.510
C15 4.090 -0.078 1.451  -0.529
H17 4.784 0.562 0.803  0.212
H18 4.773 0.830 3.508  0.255
H19 1.562 -2.032 2.459  0.191
H20 2.920 -1.360 0.171  0.196
O2 -2.207 -0.752 -4.317  -0.539
C16 -3.341 -1.617 -3.999  -0.078
C17 -4.134 -1.941 -5.279  -0.432
H21 -4.004 -1.087 -3.270  0.169
H22 -2.947 -2.519 -3.487  0.189
C18 -3.895 -0.667 -6.108  -0.433
H23 -5.193 -2.155 -5.086  0.220
H24 -3.661 -2.798 -5.783  0.202
C19 -2.451 -0.309 -5.701  -0.075
H25 -4.575 0.125 -5.757  0.202
H26 -4.020 -0.817 -7.189  0.219
H27 -2.246 0.778 -5.758  0.189
H28 -1.736 -0.821 -6.391  0.168
S1 3.572 2.048 3.159  0.073
C20 4.486 2.452 4.424  -0.013
N1 5.255 2.822 5.149  -0.469

**Net charge**: -1
**LUMO (alpha / beta)**: 1.96 / 1.96 eV
**Kohn-Sham gap (alpha / beta)**: 2.2 / 2.2 eV
**ΔE to the lowest compared entry with this formula, charge and spin**: 1154.0 kJ/mol

=====

2.
Density functional theory data (the ωB97M-V functional and the def2-TZVPD basis) for an isolated ion of composition C5H10N and charge +1.

Last column: natural (NBO) charge in e.
Positions of all 16 atoms, in Å:
C1 1.886 -0.730 -2.036  -0.330
C2 1.501 0.475 -1.678  -0.239
C3 1.023 0.649 -0.333  -0.159
C4 0.152 -0.309 -0.053  -0.128
N1 -0.545 -0.391 1.226  -0.511
C5 -1.626 0.580 1.360  -0.435
H1 2.224 -0.975 -3.010  0.226
H2 1.951 -1.505 -1.326  0.192
H3 1.443 1.337 -2.304  0.239
H4 1.366 1.596 0.270  0.252
H5 0.082 -0.984 -0.852  0.256
H6 -0.709 -1.355 1.567  0.456
H7 0.115 0.005 1.851  0.437
H8 -2.021 0.522 2.392  0.244
H9 -1.207 1.721 1.265  0.249
H10 -2.373 0.490 0.577  0.250

**Net charge**: +1
**LUMO**: -3.53 eV
**Kohn-Sham gap**: 10.1 eV
**ΔE to the lowest compared entry with this formula, charge and spin**: 225.3 kJ/mol
**SMILES string**: C=C/C=C/[NH2+]C

=====

Question: Which of these has the lowest net charge?
Answer: C20H28CaNO2S

=====

Question: What is the ΔE to the lowest compared entry with this formula, charge and spin in the second record?
Answer: 225.3 kJ/mol

=====

Question: ΔE to the lowest compared entry with this formula, charge and spin of number 1 (C20H28CaNO2S)?
Answer: 1154.0 kJ/mol